C36H52BrHgN3OP2 | the ωB97M-V functional and the def2-TZVPD basis

Geometry as XYZ:
```
96
Properties=species:S:1:pos:R:3:forces:R:3
N -0.111 5.395 4.452 0.2 0.3 0.2
C -1.210 5.182 3.741 -0.5 -0.1 -0.3
C -1.801 3.930 3.595 0.4 -0.5 0.5
C -1.225 2.834 4.287 0.3 0.9 0.2
C -0.074 3.078 5.067 0.0 0.7 -0.1
C 0.447 4.382 5.105 -0.5 -1.1 0.1
C -1.723 1.496 4.128 -0.3 0.2 -0.1
Hg 1.131 -2.613 0.551 0.4 0.4 -1.3
P 0.748 -3.958 -2.162 0.3 -0.3 -0.6
C -1.186 0.416 4.772 0.0 -1.2 0.3
C -1.148 -0.876 4.154 -0.4 1.3 0.5
C -0.067 -1.745 4.472 0.4 -0.9 -0.5
C 0.404 -2.559 3.444 -0.2 0.9 1.8
C -0.139 -2.303 2.189 -0.6 -2.0 -0.1
C -1.489 -1.999 2.060 -1.1 1.3 1.2
C -1.996 -1.165 3.056 0.1 -0.9 -1.2
Br 0.748 -5.218 0.467 -0.5 0.1 0.8
H -2.502 1.363 3.374 0.4 -0.1 0.0
H -0.612 0.508 5.695 0.1 0.3 -0.4
H -2.684 3.798 2.980 0.1 0.0 0.0
H 0.414 2.274 5.620 -0.1 0.4 -0.2
H -1.664 6.053 3.252 0.3 -0.4 0.2
H 1.329 4.584 5.707 -0.1 0.1 -0.1
H 0.424 -1.695 5.447 -0.2 0.0 -0.3
H -2.971 -0.674 2.980 0.4 -0.3 0.0
H 1.178 -3.318 3.603 0.0 0.6 -0.1
H -2.089 -2.370 1.232 0.2 0.5 -0.1
P 2.427 -0.369 0.689 0.4 -0.3 -0.5
C -1.043 -4.353 -2.364 -0.2 0.2 0.7
C -1.434 -5.742 -2.846 -0.4 -0.4 -0.2
H -1.478 -3.579 -3.023 0.4 -0.2 0.2
H -1.473 -4.202 -1.361 0.0 0.0 -0.3
H -2.527 -5.749 -2.992 0.4 0.0 0.0
H -0.970 -6.025 -3.802 -0.1 0.1 0.3
H -1.201 -6.505 -2.094 -0.1 0.2 -0.2
C 2.063 -5.249 -2.250 0.4 0.2 0.9
C 1.723 -6.658 -2.695 -0.1 -0.9 -0.4
H 2.387 -5.310 -1.187 0.2 0.1 -1.1
H 2.897 -4.849 -2.848 -0.4 0.1 0.1
H 2.406 -7.348 -2.181 -0.1 0.1 -0.3
H 0.708 -6.984 -2.438 0.5 0.2 -0.1
H 1.871 -6.793 -3.780 -0.2 0.0 0.4
C 1.092 -2.984 -3.650 0.1 1.0 0.4
C 0.901 -3.779 -4.932 -0.1 -0.3 -0.3
H 2.116 -2.616 -3.548 -0.1 -0.1 -0.1
H 0.428 -2.107 -3.634 0.2 -0.1 -0.1
H 1.355 -3.218 -5.758 -0.2 -0.2 0.1
H 1.374 -4.769 -4.892 -0.1 0.3 0.0
H -0.163 -3.921 -5.153 0.2 0.0 0.0
C 2.538 0.648 -0.811 -0.2 0.2 -0.2
C 3.061 -0.087 -2.045 0.2 -0.1 -0.1
H 3.190 1.509 -0.582 -0.3 -0.3 0.0
H 1.511 1.012 -0.991 0.4 0.1 0.1
H 3.322 0.649 -2.811 -0.1 -0.1 0.0
H 3.967 -0.675 -1.844 -0.2 0.2 0.0
H 2.314 -0.760 -2.479 0.0 0.1 0.2
C 4.106 -0.994 1.041 0.1 0.3 -0.1
C 4.193 -1.833 2.317 0.2 -0.1 0.0
H 4.766 -0.115 1.114 0.0 -0.3 -0.1
H 4.404 -1.579 0.162 0.0 0.1 0.2
H 5.167 -2.333 2.349 -0.2 0.1 0.1
H 4.107 -1.218 3.217 0.0 -0.1 -0.1
H 3.424 -2.616 2.370 0.1 0.1 -0.1
C 2.045 0.772 2.077 -0.3 -0.2 0.5
C 1.554 2.178 1.746 -0.4 0.4 -0.4
H 2.950 0.848 2.701 -0.2 -0.3 -0.2
H 1.270 0.261 2.666 0.2 0.1 0.1
H 1.531 2.797 2.649 0.1 -0.2 0.0
H 2.183 2.700 1.020 0.0 -0.1 0.1
H 0.535 2.161 1.345 0.2 -0.1 0.0
C -3.347 3.708 -3.119 -0.3 0.1 -0.5
N -2.783 2.544 -2.467 -0.9 0.0 -1.5
N -2.020 2.623 -1.363 1.0 -0.4 1.4
C -1.642 1.337 -0.956 -0.6 -0.1 -0.6
O -0.949 1.093 0.040 0.3 0.0 0.2
C -2.266 0.471 -1.925 0.2 0.6 0.2
C -2.948 1.252 -2.828 0.4 0.4 0.7
C -3.769 0.876 -3.996 -0.3 -0.3 -0.6
C -1.655 3.855 -0.748 0.4 0.1 0.0
C -2.640 4.682 -0.208 0.3 -0.2 0.0
C -2.259 5.866 0.411 0.5 0.1 0.0
C -0.901 6.201 0.511 0.1 -0.2 -0.1
C 0.083 5.371 -0.046 -0.2 0.0 0.1
C -0.297 4.197 -0.695 -0.2 -0.2 -0.1
H -2.794 4.621 -2.873 -0.1 -0.4 -0.1
H -4.399 3.838 -2.834 0.2 0.1 0.0
H -3.301 3.547 -4.207 0.0 0.2 0.4
H -2.185 -0.592 -1.916 -0.1 -0.4 0.0
H -4.820 1.179 -3.889 0.3 -0.1 0.1
H -3.393 1.332 -4.925 -0.1 -0.1 0.3
H -3.739 -0.214 -4.115 -0.1 0.3 0.0
H -3.681 4.377 -0.275 0.1 0.1 0.1
H -3.015 6.529 0.818 0.1 0.0 0.0
H -0.598 7.113 1.030 -0.1 -0.2 -0.2
H 1.145 5.635 0.025 -0.5 0.0 0.0
H 0.437 3.537 -1.187 -0.4 0.4 0.4
```
Positions in Å, forces in eV/Å.

As for the energy relative to the best compared isomer or geometry (same formula, charge and spin): 1.668 eV. Its LUMO energy (spin up / spin down) is -7.8 / -8.0 eV. The value obtained for the frontier orbital gap (spin up / spin down) is 4.518 / 4.302 eV. Its charge is +2. For the total energy, the calculation gives -5051.9482 Ha.

***

C36H52N12O12S | the ωB97M-V functional and the def2-TZVPD basis

Geometry as XYZ:
```
113
Properties=species:S:1:pos:R:3:forces:R:3
S 14.976 45.783 11.927 -1.7 -0.4 -1.4
O 14.029 46.673 11.300 -1.3 0.6 0.9
O 14.338 44.492 12.209 1.0 0.4 0.3
O 16.015 45.612 10.956 1.5 -0.6 0.5
O 15.463 46.332 13.157 1.3 0.1 0.6
N 18.404 46.345 10.719 2.6 1.5 -1.1
C 19.210 46.239 9.506 -0.1 0.6 3.0
C 20.490 46.740 9.795 0.1 0.2 2.9
C 20.436 47.222 11.289 -1.7 -0.1 -1.4
C 19.084 47.045 11.770 5.2 -3.0 -8.5
H 17.407 46.067 10.847 1.5 0.4 -0.4
H 18.700 45.837 8.624 0.7 0.1 0.4
H 21.527 46.686 9.266 -2.5 0.2 0.7
H 21.288 47.760 11.789 -1.2 -0.8 -0.5
H 18.450 47.245 12.473 -2.6 1.5 4.9
N 17.235 46.622 15.025 1.8 -1.4 1.0
C 17.578 47.926 15.236 3.6 -3.7 5.5
C 18.498 47.933 16.439 -2.4 -2.9 -3.5
C 18.730 46.499 16.819 -0.9 0.7 -1.0
C 17.945 45.720 15.896 -1.1 -0.9 0.6
H 16.669 46.357 14.191 0.8 -0.1 1.3
H 17.084 48.595 14.662 -1.1 2.6 -1.4
H 18.885 48.828 16.832 0.5 0.7 0.6
H 19.406 46.083 17.696 -1.7 1.0 -2.2
H 17.594 44.485 15.925 1.4 4.1 -0.2
N 12.551 42.961 11.457 0.9 -1.2 2.6
C 12.038 41.961 12.366 -1.4 0.0 0.2
C 10.915 41.312 11.734 3.9 5.8 -2.9
C 10.775 42.036 10.403 1.6 -1.4 0.7
C 11.958 42.887 10.226 -3.3 -1.4 2.8
H 13.367 43.749 11.804 -2.4 -2.3 -1.6
H 12.321 41.807 13.549 -0.3 0.8 -3.5
H 10.337 40.551 12.077 -1.6 -1.9 1.0
H 9.965 41.719 9.686 1.3 0.7 0.6
H 12.289 43.619 9.520 -0.2 -0.1 -0.7
N 12.449 47.004 9.302 -0.2 0.5 0.9
C 12.553 48.014 8.359 -3.3 -1.0 -1.5
C 11.315 47.810 7.450 2.4 0.4 1.8
C 10.559 46.725 7.979 1.2 -2.5 2.5
C 11.344 46.149 9.194 0.8 9.1 -8.9
H 13.056 46.985 10.210 -1.3 -0.3 -2.4
H 13.334 48.856 8.406 -1.4 -1.7 -0.2
H 11.110 48.436 6.528 0.2 -1.0 1.4
H 9.587 46.168 7.622 2.2 1.6 0.5
H 11.233 45.515 9.887 -1.4 -4.9 4.9
N 14.173 47.681 14.858 -0.9 0.5 0.2
C 13.025 48.412 14.478 0.8 -0.5 8.6
C 12.233 48.846 15.697 4.3 -3.8 -1.6
C 12.948 48.192 16.802 3.5 -0.3 -4.2
C 14.294 47.572 16.236 -5.5 1.5 0.6
H 14.758 47.112 14.054 -1.6 1.8 2.5
H 12.912 48.449 13.515 -1.2 0.8 -5.3
H 11.259 49.294 15.696 -0.1 0.2 0.0
H 12.682 48.163 17.822 -0.2 0.2 0.9
H 15.000 46.964 16.819 -0.2 0.5 -0.8
N 14.989 42.991 14.215 1.4 -0.4 3.4
C 15.312 43.617 15.501 -0.2 -3.7 -0.4
C 15.614 42.522 16.432 -0.6 -0.3 -1.9
C 15.495 41.159 15.699 -1.2 9.8 -4.0
C 15.141 41.623 14.304 0.5 -1.4 3.2
H 14.808 43.576 13.372 0.2 -0.8 0.7
H 15.226 44.724 15.566 0.1 -1.2 0.2
H 15.898 42.593 17.542 -0.6 0.2 -2.0
H 15.613 40.289 16.174 0.4 -3.4 1.1
H 14.996 40.952 13.442 0.0 0.7 0.5
N 14.440 49.319 11.199 0.5 0.9 -0.4
C 15.624 49.820 11.754 -5.2 5.5 -1.1
C 15.519 51.256 11.753 -0.1 1.9 -0.1
C 14.304 51.657 11.024 1.3 -8.2 1.4
C 13.631 50.360 10.708 2.8 2.3 1.5
H 14.259 48.256 11.293 0.0 2.3 -0.7
H 16.371 49.200 11.887 3.6 -2.9 1.3
H 16.136 52.263 12.235 -1.2 -3.8 -1.4
H 13.994 52.612 10.987 -1.3 2.9 -0.6
H 12.764 50.184 10.103 -0.3 -0.2 0.2
N 15.966 44.713 8.628 0.2 1.9 2.0
C 14.935 44.884 7.727 0.2 -1.6 -1.4
C 15.270 43.970 6.576 0.6 0.6 4.2
C 16.559 43.257 6.962 -0.1 2.4 1.6
C 16.999 43.858 8.324 -1.1 -0.2 -2.9
H 16.047 45.264 9.633 -0.9 -1.7 -3.2
H 13.947 45.610 7.955 3.1 -2.3 -0.7
H 14.412 43.748 5.911 1.3 -0.1 -0.1
H 17.205 42.592 6.300 -1.2 1.0 1.2
H 17.978 43.984 9.042 -2.6 -1.1 -2.2
C 15.082 41.696 10.439 -0.6 -2.7 5.0
N 16.262 40.822 10.505 1.0 0.7 0.9
O 16.436 40.105 9.543 0.7 -0.3 0.9
O 17.015 41.013 11.502 -1.1 -1.4 -2.3
H 15.183 42.234 11.356 -0.1 1.1 0.1
H 14.159 41.131 10.623 0.3 -0.2 -0.8
H 15.186 42.196 9.598 -0.1 2.6 -4.0
C 18.165 43.496 12.748 -3.5 -4.1 -3.9
N 19.439 42.865 12.258 0.7 2.8 -4.1
O 20.272 42.718 13.095 0.9 -0.9 1.2
O 19.681 42.751 11.015 -1.2 -0.2 2.9
H 17.909 42.712 13.410 -0.8 -0.5 1.3
H 17.220 43.340 11.912 3.2 1.1 2.1
H 18.215 44.378 13.281 0.9 2.0 0.5
C 16.370 47.754 8.406 -4.7 0.4 -2.0
N 16.397 49.063 7.779 0.7 4.0 4.2
O 15.713 49.310 6.841 -0.5 -0.2 -1.9
O 16.991 49.963 8.454 -0.6 -1.8 -1.8
H 16.927 47.275 7.704 1.3 -2.6 -1.9
H 15.184 47.443 8.259 3.4 0.5 1.1
H 16.929 47.794 9.273 0.3 0.0 2.2
C 12.007 45.309 13.729 -3.2 -3.0 -4.5
N 10.439 45.499 13.452 0.9 3.0 0.7
O 10.211 46.561 12.783 -0.1 -3.3 1.4
O 9.636 44.884 14.136 0.5 0.5 -1.3
H 12.104 45.826 14.582 1.0 2.5 2.7
H 12.377 45.568 12.722 0.3 0.5 1.3
H 12.150 44.246 13.898 0.0 0.0 0.1
```
Positions in Å, forces in eV/Å.

As for the energy relative to the best compared isomer or geometry (same formula, charge and spin): 0.000 eV. Its LUMO energy is 4.1 eV. The value obtained for the frontier orbital gap is 7.465 eV. Its charge is -2. For the total energy, the calculation gives -3360.2405 Ha.